# 1
{
  "formula": "C35H30F3N2",
  "method": "wB97M-V/def2-TZVPD",
  "species": ["F", "C", "C", "C", "C", "C", "C", "C", "C", "C", "C", "C", "F", "C", "C", "H", "H", "H", "H", "H", "H", "H", "H", "H", "F", "C", "C", "C", "C", "C", "C", "C", "C", "C", "C", "C", "C", "C", "C", "C", "C", "C", "N", "C", "C", "C", "N", "C", "C", "H", "H", "H", "H", "H", "H", "H", "H", "H", "H", "H", "H", "H", "H", "H", "H", "H", "H", "H", "H", "H"],
  "coordinates": [[3.68, -3.37, -1.46], [3.12, -2.17, -1.84], [3.96, -1.09, -2.02], [3.38, 0.17, -2.27], [1.99, 0.29, -2.33], [1.14, -0.86, -2.30], [-0.26, -0.79, -2.66], [-0.79, -1.74, -3.61], [-1.09, -1.37, -4.95], [-1.48, -2.32, -5.88], [-1.64, -3.67, -5.52], [-1.41, -4.00, -4.19], [-1.57, -5.32, -3.81], [-0.97, -3.09, -3.24], [1.75, -2.11, -2.00], [5.04, -1.25, -1.99], [4.01, 1.04, -2.43], [1.51, 1.27, -2.48], [-0.74, 0.19, -2.60], [-0.98, -0.32, -5.23], [-1.65, -2.03, -6.92], [-1.90, -4.44, -6.24], [-0.78, -3.43, -2.21], [1.16, -3.01, -1.91], [1.13, 2.74, 0.35], [0.42, 1.97, 1.32], [1.08, 2.18, 2.70], [2.13, 3.09, 2.87], [2.84, 3.11, 4.07], [2.46, 2.27, 5.12], [1.35, 1.43, 4.99], [0.66, 1.38, 3.77], [-1.05, 2.40, 1.26], [-1.68, 2.97, 2.37], [-3.04, 3.31, 2.29], [-3.74, 3.13, 1.10], [-3.06, 2.65, -0.04], [-1.72, 2.31, 0.04], [0.64, 0.50, 0.89], [2.10, 0.06, 1.12], [2.08, -1.20, 1.96], [0.63, -1.64, 2.09], [-0.20, -0.47, 1.64], [-1.43, -0.82, 1.03], [-1.41, -1.44, -0.24], [-2.53, -1.27, -1.05], [-3.52, -0.46, -0.68], [-3.71, -0.31, 0.64], [-2.67, -0.45, 1.56], [2.40, 3.77, 2.05], [3.70, 3.79, 4.17], [3.03, 2.28, 6.06], [1.01, 0.81, 5.82], [-0.19, 0.72, 3.62], [-1.12, 3.13, 3.29], [-3.53, 3.71, 3.17], [-4.81, 3.35, 1.04], [-3.59, 2.52, -0.98], [-1.17, 1.97, -0.85], [0.38, 0.42, -0.18], [2.52, -0.12, 0.12], [2.70, 0.85, 1.58], [2.69, -1.98, 1.49], [2.49, -1.00, 2.95], [0.43, -2.53, 1.48], [0.36, -1.87, 3.13], [-0.50, -1.93, -0.59], [-2.62, -1.76, -2.02], [-4.71, 0.01, 0.96], [-2.77, -0.19, 2.61]],
  "lowdin_charge": [0.067, -0.216, 0.055, -0.024, 0.006, -0.196, 0.124, -0.218, 0.002, -0.033, 0.039, -0.210, 0.061, 0.026, 0.077, 0.143, 0.131, 0.138, 0.144, 0.130, 0.126, 0.136, 0.128, 0.125, 0.004, -0.284, -0.183, -0.026, -0.065, -0.078, -0.061, -0.049, -0.138, -0.009, -0.057, -0.077, -0.090, -0.041, -0.184, -0.093, -0.136, -0.125, -0.053, -0.218, -0.008, -0.140, 0.079, -0.109, 0.040, 0.122, 0.110, 0.106, 0.108, 0.114, 0.118, 0.110, 0.112, 0.109, 0.109, 0.112, 0.079, 0.123, 0.110, 0.113, 0.112, 0.124, 0.091, 0.104, 0.125, 0.129],
  "e_homo_ev": -11.3,
  "gap_ev": 5.000,
  "energy_ha": -1760.4830,
  "total_charge": 1
}


# 2
{
  "formula": "C33H18Cl5IrN6O3S",
  "method": "wB97M-V/def2-TZVPD",
  "species": ["Ir", "C", "C", "N", "C", "C", "C", "C", "C", "C", "C", "N", "C", "C", "C", "C", "C", "C", "C", "C", "N", "C", "H", "H", "H", "H", "H", "H", "H", "H", "H", "H", "H", "H", "Cl", "C", "C", "C", "Cl", "C", "Cl", "C", "Cl", "C", "Cl", "O", "S", "O", "O", "C", "N", "C", "C", "C", "N", "C", "C", "C", "N", "C", "C", "H", "H", "H", "H", "H", "H"],
  "coordinates": [[1.03, 0.93, -1.51], [-1.61, 2.28, -4.68], [-0.58, 1.63, -4.00], [-0.35, 1.83, -2.71], [-1.14, 2.71, -1.99], [-2.19, 3.39, -2.63], [-2.40, 3.16, -4.00], [-2.99, 4.29, -1.88], [-2.72, 4.48, -0.56], [-1.67, 3.80, 0.09], [-0.86, 2.91, -0.59], [0.20, 2.16, -0.11], [0.76, 2.04, 1.12], [0.39, 2.72, 2.33], [1.02, 2.43, 3.51], [2.05, 1.47, 3.56], [2.49, 0.81, 2.40], [3.54, -0.14, 2.40], [3.94, -0.73, 1.18], [3.31, -0.41, 0.03], [2.24, 0.48, 0.01], [1.84, 1.10, 1.18], [-1.75, 2.08, -5.74], [0.07, 0.93, -4.50], [-3.21, 3.68, -4.50], [-3.80, 4.81, -2.37], [-3.33, 5.16, 0.02], [-1.52, 4.00, 1.13], [-0.37, 3.48, 2.35], [0.73, 2.95, 4.41], [2.54, 1.24, 4.50], [4.03, -0.37, 3.33], [4.76, -1.43, 1.15], [3.60, -0.83, -0.93], [3.56, 2.11, -2.46], [3.21, 0.68, -3.40], [2.05, 0.00, -3.06], [1.70, -1.05, -3.91], [0.17, -1.85, -3.66], [2.49, -1.44, -4.99], [2.01, -2.74, -6.00], [3.68, -0.76, -5.25], [4.67, -1.23, -6.57], [4.04, 0.33, -4.46], [5.47, 1.22, -4.79], [-3.92, -2.94, 6.76], [-4.44, -3.00, 5.40], [-4.75, -1.67, 4.91], [-5.57, -3.89, 5.30], [-3.14, -3.68, 4.37], [-2.76, -4.90, 4.69], [-1.79, -5.40, 3.94], [-1.22, -4.68, 2.90], [-1.70, -3.41, 2.66], [-2.68, -2.90, 3.42], [-1.19, -2.51, 1.58], [-0.12, -2.85, 0.77], [0.31, -1.96, -0.19], [-0.27, -0.77, -0.39], [-1.31, -0.45, 0.38], [-1.80, -1.28, 1.37], [-1.46, -6.41, 4.18], [-0.43, -5.12, 2.30], [0.41, -3.79, 0.88], [1.16, -2.19, -0.83], [-1.78, 0.50, 0.19], [-2.64, -0.99, 1.98]],
  "lowdin_charge": [1.466, -0.004, -0.074, -0.063, -0.131, -0.139, 0.038, -0.005, -0.039, 0.025, -0.194, -0.046, -0.188, 0.005, -0.057, 0.021, -0.164, -0.005, -0.065, -0.142, -0.148, -0.157, 0.124, 0.102, 0.134, 0.126, 0.121, 0.091, 0.085, 0.117, 0.124, 0.113, 0.112, 0.104, 0.693, -0.698, -0.419, -0.711, 0.687, -0.706, 0.709, -0.704, 0.717, -0.710, 0.720, -0.137, 0.506, -0.156, -0.138, -0.382, 0.138, -0.067, 0.035, -0.190, 0.166, -0.121, 0.023, -0.134, -0.017, -0.099, 0.027, 0.126, 0.112, 0.115, 0.099, 0.110, 0.121],
  "e_homo_ev": [-8.6, -11.3],
  "gap_ev": [4.931, 5.184],
  "spin_multiplicity": 6,
  "energy_ha": -4625.7544,
  "total_charge": 1
}


# 3
{
  "formula": "C42H68O22",
  "method": "wB97M-V/def2-TZVPD",
  "species": ["O", "C", "C", "C", "C", "O", "H", "H", "H", "H", "H", "H", "O", "C", "C", "C", "C", "O", "H", "H", "H", "H", "H", "H", "O", "C", "C", "C", "C", "O", "H", "H", "H", "H", "H", "H", "O", "C", "C", "C", "C", "O", "H", "H", "H", "H", "H", "H", "O", "C", "C", "C", "C", "O", "H", "H", "H", "H", "H", "H", "O", "C", "C", "C", "C", "O", "H", "H", "H", "H", "H", "H", "O", "C", "C", "C", "C", "O", "H", "H", "H", "H", "H", "H", "O", "C", "C", "C", "C", "O", "H", "H", "H", "H", "H", "H", "O", "C", "C", "C", "C", "O", "H", "H", "H", "H", "H", "H", "O", "C", "C", "C", "C", "O", "H", "H", "H", "H", "H", "H", "C", "O", "H", "H", "H", "H", "C", "O", "H", "H", "H", "H"],
  "coordinates": [[23.24, -33.64, 3.57], [23.69, -33.40, 4.67], [24.96, -32.64, 4.92], [25.24, -32.93, 6.40], [23.88, -33.49, 6.94], [23.14, -33.85, 5.77], [25.77, -33.05, 4.32], [24.79, -31.58, 4.82], [26.06, -33.62, 6.58], [25.46, -32.02, 6.96], [24.18, -34.37, 7.50], [23.33, -32.78, 7.55], [28.24, -25.32, 6.78], [27.72, -25.51, 7.85], [26.79, -26.61, 8.23], [26.42, -26.29, 9.68], [27.13, -24.98, 10.03], [27.86, -24.61, 8.85], [25.90, -26.66, 7.61], [27.23, -27.60, 8.12], [25.36, -26.33, 9.91], [26.81, -27.10, 10.31], [26.35, -24.30, 10.37], [27.88, -25.15, 10.79], [28.30, -32.25, 5.34], [29.29, -32.54, 4.71], [30.69, -32.72, 5.32], [31.58, -32.54, 4.06], [30.66, -32.72, 2.89], [29.37, -32.33, 3.40], [30.88, -31.88, 5.98], [30.83, -33.64, 5.88], [32.04, -31.56, 4.13], [32.44, -33.21, 4.07], [30.96, -32.13, 2.02], [30.53, -33.74, 2.52], [30.26, -23.97, 1.98], [29.12, -24.11, 2.31], [28.68, -25.00, 3.49], [27.17, -24.89, 3.29], [26.96, -23.53, 2.65], [28.08, -23.50, 1.75], [28.86, -26.03, 3.17], [28.96, -24.66, 4.48], [26.71, -25.73, 2.76], [26.65, -24.98, 4.25], [26.03, -23.31, 2.12], [27.05, -22.73, 3.39], [29.19, -27.53, 1.61], [28.73, -28.52, 1.11], [27.81, -28.63, -0.10], [27.75, -30.11, -0.35], [28.47, -30.82, 0.78], [28.99, -29.74, 1.63], [26.88, -28.15, 0.20], [28.31, -28.02, -0.85], [26.74, -30.43, -0.60], [28.37, -30.34, -1.22], [27.92, -31.51, 1.41], [29.42, -31.23, 0.45], [25.47, -29.76, 1.43], [24.34, -30.19, 1.42], [23.36, -30.08, 2.54], [22.12, -30.73, 1.91], [22.70, -31.64, 0.84], [23.88, -30.93, 0.39], [23.84, -30.71, 3.29], [23.10, -29.12, 2.97], [21.54, -31.24, 2.67], [21.64, -29.91, 1.38], [22.93, -32.65, 1.16], [22.02, -31.56, -0.01], [26.24, -34.17, 9.89], [26.28, -32.98, 9.75], [27.50, -32.08, 9.72], [26.88, -30.66, 9.74], [25.43, -30.86, 9.30], [25.17, -32.26, 9.48], [28.20, -32.24, 10.54], [28.10, -32.30, 8.84], [26.91, -30.29, 10.76], [27.47, -30.04, 9.07], [24.72, -30.35, 9.95], [25.33, -30.51, 8.28], [21.19, -31.72, 10.23], [21.55, -30.72, 9.69], [21.99, -29.44, 10.39], [22.26, -28.43, 9.27], [22.07, -29.23, 7.99], [21.64, -30.55, 8.35], [21.16, -29.13, 11.03], [22.87, -29.68, 10.99], [21.65, -27.54, 9.35], [23.31, -28.12, 9.32], [21.29, -28.78, 7.38], [23.00, -29.29, 7.42], [32.90, -25.37, 1.94], [32.87, -26.37, 2.58], [33.27, -27.78, 2.19], [32.50, -28.64, 3.17], [31.70, -27.68, 4.08], [32.28, -26.40, 3.79], [33.12, -28.05, 1.15], [34.35, -27.94, 2.30], [31.81, -29.33, 2.67], [33.06, -29.37, 3.75], [30.66, -27.68, 3.76], [31.78, -27.86, 5.15], [24.70, -29.42, 5.64], [25.90, -29.32, 5.49], [26.59, -29.13, 4.20], [28.09, -29.03, 4.61], [28.13, -29.26, 6.14], [26.72, -29.34, 6.53], [26.41, -30.04, 3.62], [26.21, -28.32, 3.60], [28.59, -29.89, 4.15], [28.47, -28.09, 4.21], [28.43, -30.30, 6.27], [28.60, -28.41, 6.61], [23.15, -26.16, 5.98], [22.41, -25.65, 7.07], [23.90, -26.85, 6.39], [22.55, -26.77, 5.30], [23.63, -25.36, 5.42], [21.62, -25.19, 6.77], [30.93, -26.37, 8.46], [30.31, -27.31, 7.59], [30.62, -26.42, 9.51], [32.01, -26.45, 8.38], [30.59, -25.37, 8.20], [29.53, -26.84, 7.27]],
  "lowdin_charge": [0.086, -0.493, -0.063, -0.126, -0.102, 0.069, 0.126, 0.081, 0.113, 0.077, 0.126, 0.116, 0.109, -0.481, -0.054, -0.136, -0.121, 0.048, 0.122, 0.100, 0.109, 0.110, 0.127, 0.124, 0.097, -0.462, -0.036, -0.139, -0.134, 0.020, 0.122, 0.123, 0.097, 0.120, 0.118, 0.134, 0.134, -0.495, -0.052, -0.180, -0.137, 0.036, 0.075, 0.114, 0.107, 0.100, 0.122, 0.127, 0.113, -0.467, -0.063, -0.159, -0.116, -0.011, 0.116, 0.131, 0.104, 0.115, 0.118, 0.113, 0.085, -0.450, -0.065, -0.140, -0.132, 0.040, 0.099, 0.128, 0.123, 0.120, 0.119, 0.125, 0.132, -0.491, -0.050, -0.127, -0.138, 0.015, 0.123, 0.122, 0.113, 0.097, 0.109, 0.097, 0.132, -0.488, -0.071, -0.147, -0.148, 0.021, 0.125, 0.109, 0.109, 0.094, 0.124, 0.094, 0.145, -0.486, -0.068, -0.158, -0.128, 0.022, 0.123, 0.123, 0.095, 0.098, 0.089, 0.115, 0.070, -0.506, -0.041, -0.091, -0.072, -0.002, 0.115, 0.127, 0.087, 0.091, 0.103, 0.088, -0.153, -0.124, 0.051, 0.080, 0.077, 0.077, -0.143, -0.137, 0.076, 0.082, 0.078, 0.016],
  "e_homo_ev": -9.1,
  "gap_ev": 9.262,
  "smiles": "O=C1CCCO1.O=C1CCCO1.O=C1CCCO1.O=C1CCCO1.O=C1CCCO1.O=C1CCCO1.O=C1CCCO1.O=C1CCCO1.O=C1CCCO1.O=C1CCCO1.CO.CO",
  "energy_ha": -3296.4757,
  "total_charge": 0
}